Record 1
Below is a structure of composition C20H40AsCoF6O15 at a distorted geometry, with properties calculated with the ωB97M-V functional and the def2-TZVPD basis.

Calculated values
E_HOMO (spin up / spin down): -13.13 / -13.12 eV
spin multiplicity: 4
energy relative to the best compared isomer or geometry (same formula, charge and spin): 1369.6 kJ/mol
electronic energy: -166858.69606 eV
charge: +1

XYZ file:
```
83
Properties=species:S:1:pos:R:3:lowdin_spin:R:1
Co 1.65798 0.47455 0.16143 2.93
As 5.87369 -0.30850 2.20397 0.00
F 5.77702 1.46967 2.28569 0.00
F 4.55968 -0.17862 0.92495 0.01
F 5.80611 -2.14171 1.96082 0.00
F 7.08177 -0.50154 3.41852 0.00
F 4.55255 -0.47215 3.40313 0.00
F 7.10272 -0.10747 0.92402 0.00
C -4.32345 1.53522 -2.29862 0.00
C -4.13172 2.08603 -0.97848 0.00
O -4.13889 1.05548 0.08003 0.00
C -3.06130 0.46096 0.48478 0.00
O -1.95548 0.65023 0.00194 0.00
O -3.21908 -0.45717 1.46304 0.00
C -4.38116 -0.88503 2.06157 0.00
H -4.84255 0.59003 -2.45748 0.00
H -3.31174 1.22401 -2.55880 0.00
H -4.74849 2.19408 -3.05581 0.00
H -4.86671 2.80610 -0.61877 0.00
H -3.18943 2.62347 -0.87200 0.00
H -5.18645 -0.78291 1.33412 0.00
H -4.54082 -0.39086 3.01990 0.00
H -4.30249 -1.93065 2.35920 0.00
C 0.44128 2.96067 -5.66508 0.00
C 1.21641 3.97262 -4.75257 0.00
O 2.57368 3.68046 -4.47876 0.00
C 2.87440 2.73881 -3.55266 0.00
O 2.05251 2.30356 -2.70659 0.02
O 4.06991 2.15349 -3.69480 0.00
C 5.10096 2.73985 -4.44935 0.00
H -0.61433 3.22021 -5.74517 0.00
H 0.63476 1.98922 -5.21017 0.00
H 0.93042 2.93392 -6.63880 0.00
H 0.66069 4.25226 -3.85753 0.00
H 1.09973 4.84826 -5.39112 0.00
H 5.16424 3.81700 -4.29494 0.00
H 5.02198 2.68476 -5.53509 0.00
H 5.98228 2.14264 -4.21546 0.00
C -3.28393 -3.19449 -4.04759 0.00
C -1.87070 -3.70636 -3.95766 0.00
O -1.18263 -2.99198 -2.96665 0.00
C 0.20972 -2.79804 -3.01350 0.00
O 0.75211 -1.95763 -2.32737 0.00
O 0.75547 -3.37840 -4.03254 0.00
C 2.07660 -3.74128 -3.91752 0.00
H -3.47063 -2.17901 -4.39696 0.00
H -3.82946 -3.28940 -3.10872 0.00
H -3.75648 -3.83488 -4.79236 0.00
H -1.31647 -3.66151 -4.89517 0.00
H -1.76127 -4.74788 -3.65541 0.00
H 2.67210 -2.84458 -4.08905 0.00
H 2.28381 -4.40112 -4.76000 0.00
H 2.32861 -4.17465 -2.94965 0.00
C -1.84694 -6.11154 1.26820 0.00
C -1.22086 -5.25505 2.41357 0.00
O -0.45724 -4.26452 1.86476 0.00
C 0.18419 -3.28998 2.55931 0.00
O 0.83445 -2.41542 1.99937 0.00
O -0.03322 -3.41388 3.95311 0.00
C 0.45287 -2.48203 4.88022 0.00
H -2.42680 -5.57987 0.51375 0.00
H -2.61092 -6.75804 1.70002 0.00
H -1.09874 -6.80774 0.88925 0.00
H -0.52480 -5.74982 3.09093 0.00
H -1.95279 -4.66909 2.96947 0.00
H 1.16194 -3.08434 5.44813 0.00
H -0.26429 -2.06346 5.58631 0.00
H 1.04300 -1.57533 4.74700 0.00
C -2.36379 3.08738 5.98140 0.00
C -1.01151 3.71824 5.65651 0.00
O -0.62255 3.12638 4.36973 0.00
C 0.56708 3.44815 3.71911 0.00
O 0.99628 2.81749 2.73848 0.01
O 1.14703 4.45427 4.19231 0.00
C 2.14527 5.16825 3.48297 0.00
H -3.00507 3.63539 6.67173 0.00
H -2.22133 2.09437 6.40770 0.00
H -2.80534 2.99472 4.98916 0.00
H -0.36364 3.50516 6.50678 0.00
H -1.05168 4.78317 5.42757 0.00
H 3.07158 4.59377 3.48701 0.00
H 2.37724 6.15398 3.88625 0.00
H 1.87307 5.38973 2.45101 0.00
```

=====

Record 2
Below is a structure of composition C30H28FMnN8O4, with properties calculated with the ωB97M-V functional and the def2-TZVPD basis.

Calculated values
E_HOMO (spin up / spin down): -9.59 / -10.23 eV
spin multiplicity: 6
energy relative to the best compared isomer or geometry (same formula, charge and spin): 32.7 kJ/mol
electronic energy: -85705.38560 eV
charge: +1

XYZ file:
```
72
Properties=species:S:1:pos:R:3:lowdin_spin:R:1
Mn 0.10324 -0.06039 0.02623 4.64
C -1.49004 -1.18145 -4.35042 0.00
O -0.07436 -1.49037 -4.19599 0.00
C 0.23241 -1.10981 -2.95656 0.01
N -0.63157 -0.50571 -2.25218 0.03
C -1.82287 -0.32465 -3.10597 0.00
C -3.14687 -0.70544 -2.48906 0.00
C -4.29108 -0.55690 -3.27356 0.00
C -5.53051 -0.93195 -2.78267 0.00
C -5.63785 -1.45769 -1.49964 0.00
C -4.50438 -1.59112 -0.71371 0.00
C -3.25998 -1.21494 -1.20504 0.00
C 1.60670 -1.37898 -2.47319 0.01
C 2.60803 -1.94447 -3.24996 0.00
C 3.86060 -2.10237 -2.67706 0.01
C 4.06412 -1.70265 -1.36319 0.00
C 2.99499 -1.15511 -0.67536 0.01
N 1.79947 -0.99822 -1.22263 0.03
C 3.03543 -0.71430 0.73566 0.01
N 2.01596 -0.21804 1.29015 0.03
C 2.32693 -0.06412 2.71330 0.00
C 3.84921 -0.33737 2.76147 0.00
O 4.14118 -0.91415 1.45404 0.01
C 1.92189 1.26319 3.29888 0.00
C 1.27861 2.23927 2.54926 0.00
C 0.89578 3.43990 3.13432 0.00
C 1.16043 3.67662 4.47407 0.00
C 1.81109 2.70752 5.22732 0.00
C 2.18603 1.50787 4.64420 0.00
H -2.04243 -2.11846 -4.35296 0.00
H -1.62395 -0.67171 -5.29976 0.00
H -1.85716 0.73641 -3.37229 0.00
H -4.21410 -0.13721 -4.27279 0.00
H -6.41299 -0.80992 -3.39784 0.00
H -6.60274 -1.76571 -1.11834 0.00
H -4.58053 -1.99423 0.28876 0.00
H -2.38424 -1.32824 -0.58298 0.00
H 2.39808 -2.25333 -4.26440 0.00
H 4.67012 -2.53477 -3.24942 0.00
H 5.02320 -1.81336 -0.87502 0.00
H 1.77511 -0.85240 3.23383 0.00
H 4.14767 -1.05322 3.52044 0.00
H 4.43054 0.57754 2.86680 0.00
H 1.08061 2.06441 1.49907 0.00
H 0.38600 4.19130 2.54358 0.00
H 0.85686 4.60831 4.93299 0.00
H 2.01913 2.88489 6.27424 0.00
H 2.67664 0.74915 5.24582 0.00
N 2.41147 2.20046 -1.10845 0.01
N 1.60345 3.22617 -1.59526 0.00
C 0.28808 3.27529 -1.30899 0.00
N -0.38208 4.34184 -1.73261 0.00
N -0.21578 2.23003 -0.64624 0.02
N -1.52104 2.24288 -0.24420 0.01
O -2.30759 3.14640 -0.47027 0.01
O -1.81570 1.23212 0.37953 0.04
H 3.01745 2.54211 -0.37118 0.00
H 2.96117 1.81022 -1.86291 0.00
H 2.02471 4.03564 -2.02596 0.00
H 0.08084 5.10742 -2.19030 0.00
H -1.36127 4.40382 -1.48759 0.00
F -2.61725 -4.46471 3.47393 0.00
C -1.97826 -3.53573 2.72952 0.01
C -1.91687 -2.23762 3.18774 0.00
C -1.26662 -1.28976 2.39995 0.02
C -0.66800 -1.59939 1.16529 0.03
C -0.76185 -2.94402 0.77452 0.02
C -1.40786 -3.91520 1.53461 0.00
H -2.37774 -1.98369 4.13531 0.00
H -1.24004 -0.26801 2.77512 0.00
H -0.31806 -3.26242 -0.16697 0.00
H -1.47957 -4.94748 1.21301 0.00
```

=====

Record 3
Below is a structure of composition C12H19N3OS at a distorted geometry, with properties calculated with the ωB97M-V functional and the def2-TZVPD basis.

Calculated values
E_HOMO: -8.82 eV
energy relative to the best compared isomer or geometry (same formula, charge and spin): 1371.4 kJ/mol
electronic energy: -30091.82071 eV

XYZ file:
```
36
Properties=species:S:1:pos:R:3:nbo_charge:R:1
C -3.63067 -2.55500 -0.32406 -0.59
H -2.62135 -2.65642 -0.17810 0.20
H -4.01879 -3.73863 -0.44204 0.17
H -4.10040 -2.28294 0.52116 0.21
C -3.82747 -1.88716 -1.71872 -0.09
C -5.33889 -1.76985 -1.89970 -0.60
H -5.62685 -2.67635 -2.10189 0.20
H -5.58633 -1.37442 -2.70083 0.19
H -5.90152 -1.55041 -0.96425 0.20
H -3.35897 -2.14546 -2.45170 0.18
C -3.50667 -0.29325 -1.09306 -0.38
C -1.93222 -0.22326 -1.03461 -0.14
N -1.13934 -0.24872 -2.31539 -0.23
N 0.01527 -0.02499 -1.69038 -0.26
C 0.27755 -0.02890 -0.51471 0.09
N 1.47411 0.37899 0.09988 -0.56
C 1.58329 0.43722 1.29245 0.66
O 0.65077 0.45375 2.15788 -0.67
C 2.90683 0.47167 2.01026 -0.27
H 2.98612 0.37944 3.05242 0.26
C 3.45001 1.99928 1.82477 -0.41
H 2.55863 2.88810 2.16326 0.20
H 4.12315 2.33387 2.65237 0.23
C 3.88953 2.38578 0.47525 -0.34
C 4.68680 0.64126 0.26844 -0.43
C 4.01326 -0.17443 1.12175 -0.51
H 4.92188 -0.43721 1.62091 0.26
H 3.63870 -1.09636 0.77479 0.23
H 4.56433 0.70747 -0.91359 0.20
H 5.67159 1.09375 0.24357 0.23
H 4.53696 3.00684 0.39370 0.17
H 3.15205 2.24177 -0.32374 0.19
H 2.19445 0.25035 -0.48987 0.42
S -1.20085 0.06216 0.30639 0.62
H -3.95595 0.10706 -0.46117 0.16
H -3.92341 0.28256 -1.98099 0.22
```